{
  "formula": "C3H6N4O",
  "method": "ωB97M-V/def2-TZVPD",
  "species": ["C", "C", "C", "H", "H", "H", "H", "H", "H", "N", "N", "N", "N", "O"],
  "coordinates": [[-0.27494, -0.94647, -0.59332], [-1.42236, -0.05501, -0.66364], [0.00345, 1.07975, 0.49094], [2.02179, -1.17863, 0.96512], [2.91209, -0.27848, -0.12150], [-1.10556, -2.45650, -1.51933], [-2.38598, -0.25380, -0.97314], [-2.32279, 1.46196, 0.49977], [1.36879, 2.13458, 1.62983], [1.84441, -0.35478, 0.52485], [0.56218, -0.13267, 0.01413], [-1.35158, 0.84546, 0.24017], [0.26061, 2.10335, 1.35565], [0.05817, -2.14104, -1.35352]],
  "forces_ev_per_angstrom": [[-4.8, 0.1, -3.6], [0.7, -7.6, -2.4], [-2.0, 2.3, 4.4], [-0.6, -3.0, 1.6], [-4.9, 0.1, 1.4], [5.7, 1.1, 0.6], [-1.6, -1.0, -1.3], [4.6, -1.9, -0.8], [-3.5, -0.4, -1.0], [4.2, 2.8, -3.1], [5.8, 2.5, 2.6], [-1.7, 6.3, 2.6], [4.0, -2.6, -1.8], [-6.0, 1.2, 0.8]],
  "relative_energy_ev": 7.392,
  "fmax_ev_per_a": 8.02,
  "homo_ha": -0.2425
}